Record 1
Here is a cluster of 3 separate species, C5H8N2 in total in a non-equilibrium geometry from the Open Molecules 2025 dataset. Energies are from the ωB97M-V functional and the def2-TZVPD basis.

Each line ends with the Mulliken charge.
Cartesian coordinates (Å):
1 C -0.67378 -2.44687 -0.87780  -0.355
2 N -0.09882 -1.29430 -0.48363  0.533
3 C -0.13095 0.00587 -1.08473  -0.313
4 C 0.36486 0.97196 -0.18370  -0.546
5 C 0.60071 0.03865 1.00390  0.649
6 C 0.86599 0.42834 2.39879  -1.001
7 N 0.41305 -1.21180 0.81287  -0.728
8 H -0.89871 -2.82427 0.14086  0.202
9 H 1.59590 0.14431 -6.14838  0.002
10 H -4.99493 3.34780 -1.45862  0.001
11 H -0.59258 0.08993 -2.08090  0.421
12 H 1.09670 1.70687 -0.50379  0.270
13 H 1.16334 1.47277 2.46283  0.321
14 H 1.58112 -0.28720 2.83647  0.309
15 H -0.09992 0.27533 2.89986  0.234

2S+1: 1
frontier orbital gap: 8.44 eV
highest occupied orbital energy: -8.942 eV
charge: 0



Record 2
Here is a cluster of 2 separate species, C4H4N4O4 in total in a non-equilibrium geometry from the Open Molecules 2025 dataset. Energies are from the ωB97M-V functional and the def2-TZVPD basis.

Each line ends with the Mulliken charge.
Cartesian coordinates (Å):
1 C 1.23099 -1.36120 0.46057  0.435
2 C -2.36880 -1.01113 -0.59728  0.453
3 C 3.02040 -0.41687 -0.24269  0.472
4 C -1.13719 0.53104 0.54624  -0.211
5 N 2.03518 -2.30794 0.47248  -0.503
6 N -2.08368 0.29873 -0.54991  -0.118
7 N 3.26802 -1.68530 0.01671  0.035
8 N -0.96223 -0.77907 1.19878  -0.199
9 O -3.08417 -1.67993 -1.25638  -0.495
10 O 3.75085 0.48121 -0.59483  -0.582
11 O 1.66373 -0.20705 0.02410  -0.220
12 O -1.74043 -1.61793 0.57015  -0.130
13 H -0.09301 0.84656 0.18216  0.266
14 H -1.32900 1.30679 1.35902  0.265
15 H -2.32358 1.06646 -1.27440  0.277
16 H 4.20848 -2.16161 -0.01277  0.256

2S+1: 3
frontier orbital gap (spin up / spin down): 9.08 / 7.77 eV
highest occupied orbital energy (spin up / spin down): -8.655 / -10.008 eV
charge: 0



Record 3
Here is a cluster of 6 separate species, H12O6 in total from the Open Molecules 2025 dataset. Energies are from the ωB97M-V functional and the def2-TZVPD basis.

Each line ends with the Mulliken charge.
Cartesian coordinates (Å):
1 O 0.54687 0.87076 0.03993  -0.732
2 H -0.36448 0.80040 -0.24420  0.366
3 H 1.00913 0.20513 -0.46947  0.396
4 O -0.17591 -2.23236 -2.99311  -0.649
5 H -0.98329 -2.72938 -2.86136  0.291
6 H 0.14587 -2.05843 -2.10855  0.434
7 O -2.18408 0.97036 -0.52785  -0.647
8 H -2.85057 0.33040 -0.27790  0.303
9 H -2.45326 1.27057 -1.39597  0.297
10 O -0.73199 -0.29448 2.45232  -0.620
11 H -0.16100 0.47333 2.47811  0.328
12 H -0.43429 -0.83952 3.18070  0.295
13 O 0.86548 -1.71450 -0.63668  -0.789
14 H 1.70005 -1.80857 -0.17749  0.306
15 H 0.21971 -1.59899 0.06038  0.373
16 O 2.11462 2.73794 1.51170  -0.635
17 H 2.26259 3.44749 0.88651  0.306
18 H 1.47456 2.16986 1.08293  0.373

2S+1: 1
frontier orbital gap: 11.06 eV
highest occupied orbital energy: -10.790 eV
SMILES: O.O.O.O.O.O
charge: 0



Record 4
Here is a structure of composition C7H17N in a non-equilibrium geometry from the Open Molecules 2025 dataset. Energies are from the ωB97M-V functional and the def2-TZVPD basis.

Each line ends with the Mulliken charge.
Cartesian coordinates (Å):
1 C -3.02120 1.14559 0.12379  -0.724
2 N -0.06557 0.13820 -0.37601  -0.300
3 C 0.39284 -0.26810 0.85199  -0.049
4 C 1.30463 0.30784 -0.75588  -0.147
5 C 2.23573 1.55842 -0.03278  -1.448
6 C 2.30159 -0.85133 -0.85379  -1.324
7 C 0.43803 -1.73415 1.21928  -1.504
8 C -3.13016 -0.20719 -0.61497  -0.799
9 H -3.54405 1.88565 -0.50287  0.248
10 H -2.01150 1.46598 0.36702  0.251
11 H -3.63727 1.04366 1.02989  0.225
12 H 0.69486 0.35303 1.74056  0.266
13 H 1.39333 0.87366 -1.67287  0.301
14 H 2.98515 2.09180 -0.66734  0.406
15 H 1.44631 2.26494 0.24648  0.403
16 H 2.69687 1.18614 0.90042  0.263
17 H 1.99396 -1.72263 -1.47257  0.307
18 H 3.16945 -0.42883 -1.36904  0.495
19 H 2.64601 -1.22826 0.10574  0.218
20 H 1.26767 -1.91613 1.88915  0.469
21 H -0.48550 -1.89678 1.83094  0.396
22 H 0.43861 -2.46250 0.39896  0.278
23 H -2.74143 -1.10859 -0.08008  0.183
24 H -4.20624 -0.36750 -0.77351  0.362
25 H -2.56211 -0.12292 -1.53249  0.225

2S+1: 2
frontier orbital gap (spin up / spin down): 5.02 / 6.17 eV
highest occupied orbital energy (spin up / spin down): -0.829 / -2.022 eV
charge: -1



Record 5
Here is the molecule C8H10N2O2 in a non-equilibrium geometry from the Open Molecules 2025 dataset. Energies are from the ωB97M-V functional and the def2-TZVPD basis.

Each line ends with the Mulliken charge.
Cartesian coordinates (Å):
1 C -1.80747 1.10331 0.21782  -1.367
2 C -0.37681 0.60368 -0.31953  0.218
3 C 0.62564 1.32669 0.49322  0.268
4 O 1.06128 2.43665 0.29440  -0.691
5 N 1.12795 0.47303 1.39596  0.516
6 N 2.34178 0.58646 1.94664  -0.893
7 C 0.51937 -1.21699 1.13974  0.341
8 C 0.57736 -2.45864 1.70917  -0.946
9 C 0.73474 -3.23054 2.71158  0.423
10 O 0.78300 -4.14483 3.41224  -0.398
11 C -0.16543 -0.83062 -0.07953  0.608
12 C 0.71059 -1.38469 -1.27865  -1.510
13 H -1.96160 0.80798 1.28152  0.341
14 H -2.77573 0.51271 -0.28203  0.297
15 H -1.87074 2.24566 0.08589  0.347
16 H -0.48874 0.80353 -1.37442  0.424
17 H 2.72491 1.47525 1.79305  0.243
18 H 2.32729 0.42883 2.87821  0.191
19 H -1.14591 -1.29532 -0.05716  0.398
20 H 1.02044 -2.48169 -1.11609  0.331
21 H 1.68899 -0.85004 -1.17757  0.386
22 H 0.26561 -1.28550 -2.17831  0.472

2S+1: 1
frontier orbital gap: 7.61 eV
highest occupied orbital energy: -8.525 eV
SMILES: C[C@H]1C(=O)N(N)C(=C=C=O)[C@@H]1C
charge: 0



Record 6
Here is the molecule C20H23N5O5S in a non-equilibrium geometry from the Open Molecules 2025 dataset. Energies are from the ωB97M-V functional and the def2-TZVPD basis.

Each line ends with the Mulliken charge.
Cartesian coordinates (Å):
1 C 0.74667 5.71214 3.42637  -1.366
2 C 0.58937 4.60067 2.40804  -0.025
3 O 1.25646 3.43412 2.90786  -0.320
4 C 1.46760 2.44592 2.06187  0.141
5 O 1.23015 2.48115 0.87807  -0.579
6 C 2.03087 1.23127 2.77401  0.485
7 C 2.92136 0.38650 1.88341  -1.190
8 S 0.56044 0.25911 3.36460  -0.282
9 C -0.67815 0.95348 2.34299  0.082
10 N -1.44220 1.96271 2.64517  -0.494
11 N -2.20983 2.22469 1.58362  -0.737
12 C -1.90330 1.38063 0.63593  0.736
13 C -2.53764 1.35189 -0.71335  -0.989
14 C -2.67033 -0.05465 -1.21510  0.481
15 C -3.34070 -1.01378 -0.54453  -0.280
16 C -3.34638 -2.38570 -1.00917  0.038
17 O -3.89370 -3.32157 -0.47793  -0.656
18 N -2.60633 -2.57899 -2.18167  0.098
19 C -1.92558 -1.63588 -2.89644  -0.014
20 O -1.27878 -1.87098 -3.88858  -0.689
21 N -2.03047 -0.35822 -2.38469  0.085
22 N -0.92811 0.52874 1.06390  0.848
23 C -0.29649 -0.53129 0.38015  -0.741
24 C 0.45529 -0.27798 -0.75716  -0.432
25 C 1.07148 -1.31655 -1.43297  -0.125
26 C 0.95501 -2.62350 -0.96237  0.627
27 O 1.53367 -3.71592 -1.50271  -0.469
28 C 2.33022 -3.61349 -2.67166  -0.465
29 C 1.49977 -3.62944 -3.94971  -0.752
30 C 0.20166 -2.86145 0.19444  -1.237
31 C -0.41717 -1.83085 0.86199  -0.117
32 H 0.22810 6.59959 3.07620  0.412
33 H 1.79766 5.94783 3.57299  0.328
34 H 0.32082 5.40266 4.37630  0.328
35 H -0.46566 4.34610 2.26070  0.199
36 H 1.02874 4.86820 1.44068  0.306
37 H 2.53636 1.54319 3.68867  0.545
38 H 3.16256 -0.55140 2.37655  0.361
39 H 3.84361 0.92408 1.67087  0.419
40 H 2.41872 0.17275 0.94297  0.152
41 H -3.51589 1.82656 -0.61242  0.375
42 H -1.94117 1.95374 -1.40474  0.248
43 H -3.86062 -0.79845 0.37310  0.479
44 H -2.55192 -3.53121 -2.52577  0.243
45 H -1.52177 0.35652 -2.88742  0.314
46 H 0.57876 0.74058 -1.09492  0.543
47 H 1.63818 -1.09110 -2.32163  0.502
48 H 2.96911 -2.72423 -2.62502  0.325
49 H 2.97363 -4.49771 -2.63483  0.344
50 H 0.96058 -4.56999 -4.02643  0.275
51 H 2.15507 -3.53068 -4.81058  0.365
52 H 0.77220 -2.82178 -3.96415  0.142
53 H 0.12183 -3.87529 0.55105  0.472
54 H -0.99375 -2.02273 1.75349  0.656

2S+1: 1
frontier orbital gap: 9.19 eV
highest occupied orbital energy: -8.749 eV
SMILES: CCOC(=O)[C@H](C)Sc1nnc(Cc2cc(=O)[nH]c(=O)[nH]2)n1-c1ccc(OCC)cc1
charge: 0



Record 7
Here is a cluster of 2 separate species, CHFN5 in total in a non-equilibrium geometry from the Open Molecules 2025 dataset. Energies are from the ωB97M-V functional and the def2-TZVPD basis.

Each line ends with the Mulliken charge.
Cartesian coordinates (Å):
1 C 0.21417 -0.11233 -0.19614  0.236
2 N 0.38280 0.04012 -1.48166  -0.431
3 N 0.91792 -1.22378 0.18360  -0.357
4 N 1.14217 -0.95719 -1.96917  -0.380
5 N 1.50993 -1.64866 -0.89042  -0.316
6 N -1.87720 1.17015 1.56919  0.014
7 F -1.88506 2.41242 2.11814  -0.096
8 H -0.40472 0.31927 0.66646  0.330

2S+1: 1
frontier orbital gap (spin up / spin down): 6.15 / 6.15 eV
highest occupied orbital energy (spin up / spin down): -4.553 / -4.538 eV
charge: -1



Record 8
Here is a cluster of 2 separate species, C2H8N2O in total in a non-equilibrium geometry from the Open Molecules 2025 dataset. Energies are from the ωB97M-V functional and the def2-TZVPD basis.

Each line ends with the Mulliken charge.
Cartesian coordinates (Å):
1 O 0.11649 1.92888 1.66752  -0.287
2 C 1.14033 1.38553 1.18046  -0.007
3 H 1.91700 1.94285 0.53501  0.289
4 H 1.42411 0.31087 1.38913  0.311
5 N -1.53910 -1.66460 -0.97861  -0.535
6 C -0.57816 -0.56675 -0.67357  -0.321
7 N 0.89864 -0.78344 -0.72980  -0.464
8 H -1.23669 -2.03558 -1.91492  0.300
9 H -2.43017 -1.15960 -1.19543  0.342
10 H -0.94565 0.41948 -1.06219  0.415
11 H -0.91065 -0.53291 0.32951  0.339
12 H 1.16305 -1.75608 -0.86460  0.309
13 H 1.19728 -0.39653 -1.63921  0.310

2S+1: 2
frontier orbital gap (spin up / spin down): 11.57 / 4.05 eV
highest occupied orbital energy (spin up / spin down): -15.820 / -13.862 eV
charge: +1



Energy relative to the best compared isomer or geometry (same formula, charge and spin) for every record listed, in sequence, given in kJ/mol: 1008.3, 0.0, 108.6, 281.1, 573.6, 136.6, 348.7, 403.2.